a.
2 unconnected molecules or ions with the total composition C4H9NOS, computed with ωB97M-V with the def2-TZVPD basis set.

Last column: natural (NBO) charge in e.
Geometry (Å):
1 C 1.581 -0.215 1.331  -0.7403
2 C 1.135 0.906 0.432  0.5747
3 C 0.949 0.918 -1.086  -0.7207
4 O 1.114 2.036 0.942  -0.5640
5 H 2.529 -0.544 0.855  0.2408
6 H 0.984 -1.159 1.588  0.2527
7 H 1.539 0.347 2.362  0.2534
8 H 0.072 1.542 -1.201  0.2359
9 H 0.718 -0.013 -1.592  0.2195
10 H 1.787 1.443 -1.553  0.2466
11 C -2.077 -0.439 -0.429  -0.4699
12 N -1.377 -1.764 -0.229  -0.5302
13 S -2.383 -2.905 -0.115  0.3702
14 H -3.088 -0.567 -0.523  0.1944
15 H -1.861 0.272 0.472  0.2206
16 H -1.621 0.143 -1.254  0.2163

Results
LUMO (spin up / spin down), hartree: -0.0447 / -0.0447
Frontier orbital gap (spin up / spin down), eV: 7.476 / 7.477
SMILES: CC(C)=O.CN=S
HOMO level (spin up / spin down), eV: -8.693 / -8.693

b.
C4H9NOS in the gas phase, computed with ωB97M-V with the def2-TZVPD basis set.

Last column: natural (NBO) charge in e.
Geometry (Å):
1 C -2.546 -1.185 -0.221  -0.6247
2 C -2.039 0.244 -0.255  -0.0592
3 O -0.932 0.352 0.576  -0.5523
4 C -0.200 1.518 0.473  -0.1350
5 C 1.029 1.322 -0.428  0.0741
6 N 1.844 0.384 -0.521  -0.5481
7 S 1.764 -1.175 0.150  0.1879
8 H -2.904 -1.589 0.717  0.2173
9 H -1.676 -1.781 -0.496  0.2107
10 H -3.311 -1.310 -1.046  0.2149
11 H -2.882 0.893 0.046  0.1681
12 H -1.652 0.459 -1.273  0.1676
13 H -0.805 2.396 0.125  0.1885
14 H 0.238 1.722 1.465  0.2107
15 H 1.307 2.214 -0.981  0.1684
16 H 0.543 -1.114 0.665  0.1113

Results
LUMO, hartree: 0.0323
Frontier orbital gap, eV: 9.760
SMILES: CCOC/C=N\S
HOMO level, eV: -8.882

Short version: b, a, most stable first.